Entry 1:
{
  "formula": "C18H13N4O4S",
  "method": "the ωB97M-V functional and the def2-TZVPD basis",
  "symbols": ["C", "C", "C", "C", "C", "S", "O", "O", "N", "C", "C", "C", "C", "C", "C", "C", "N", "O", "O", "C", "C", "C", "H", "H", "H", "H", "H", "H", "H", "H", "H", "H", "H", "H", "C", "C", "N", "C", "N", "H"],
  "positions_angstrom": [[-5.235, -1.868, 4.002], [-4.151, -1.155, 3.233], [-4.198, -1.141, 1.838], [-3.220, -0.476, 1.108], [-2.169, 0.150, 1.770], [-0.921, 0.995, 0.787], [-1.131, 0.707, -0.611], [-0.677, 2.350, 1.247], [0.574, 0.286, 1.284], [0.878, -1.063, 1.169], [0.102, -2.112, 0.731], [0.602, -3.421, 0.812], [1.887, -3.648, 1.374], [2.671, -2.583, 1.836], [2.188, -1.281, 1.706], [2.663, 0.007, 2.091], [3.766, 0.250, 2.907], [4.525, -0.694, 3.267], [3.978, 1.448, 3.254], [1.756, 1.039, 1.575], [-2.127, 0.169, 3.167], [-3.107, -0.497, 3.890], [-5.076, -1.780, 5.086], [-6.237, -1.460, 3.782], [-5.283, -2.942, 3.755], [-5.000, -1.642, 1.312], [-3.257, -0.454, 0.023], [-0.888, -1.919, 0.278], [0.029, -4.271, 0.424], [2.281, -4.667, 1.439], [3.643, -2.701, 2.332], [1.558, 1.957, 2.215], [-1.338, 0.707, 3.683], [-3.090, -0.504, 4.972], [2.192, 2.470, 0.620], [3.531, 2.199, 0.231], [4.627, 2.114, -0.145], [2.082, 3.823, 1.138], [2.072, 4.873, 1.613], [1.506, 2.353, -0.206]],
  "forces_ev_per_a": [[-0.3, -0.2, 0.3], [-0.2, -0.1, -0.1], [0.3, 0.3, 0.1], [0.2, -0.1, -0.1], [0.0, 0.3, 0.0], [3.0, 0.2, 0.8], [-0.5, 0.1, 0.8], [-1.2, -0.7, -0.4], [-2.1, 0.8, -1.6], [0.9, -1.5, 0.2], [-0.8, 0.0, -0.6], [1.1, -0.3, 0.4], [-0.8, 0.2, -0.3], [0.2, 0.1, 0.2], [-0.9, 0.0, -0.1], [1.8, 0.1, 0.0], [-0.2, 0.5, -0.5], [-1.0, 0.8, -0.3], [-0.2, -0.9, -0.3], [-0.8, 4.5, 3.8], [0.3, 0.1, -0.2], [-0.2, 0.0, -0.4], [0.0, 0.0, -0.3], [0.4, 0.0, 0.0], [0.1, 0.4, 0.0], [0.0, 0.0, 0.0], [0.1, 0.0, 0.1], [0.6, -0.2, 0.3], [0.2, 0.5, 0.2], [-0.2, 0.3, 0.0], [-0.5, -0.2, -0.4], [-0.6, -2.8, 1.5], [0.0, -0.1, -0.1], [0.1, 0.1, 0.0], [0.3, -1.8, -2.1], [2.5, 0.6, -1.6], [-1.4, -0.3, 0.6], [0.0, -0.1, 1.1], [-0.2, -0.4, -0.4], [0.0, 0.1, -0.5]],
  "e_homo_ha": -0.134,
  "homo_lumo_gap_ev": 5.85,
  "total_charge": -1
}

Entry 2:
{
  "formula": "C18H14Br2F3N3RuS2",
  "method": "the ωB97M-V functional and the def2-TZVPD basis",
  "symbols": ["Ru", "C", "S", "C", "S", "N", "N", "C", "C", "C", "C", "C", "C", "N", "H", "H", "H", "H", "H", "H", "H", "H", "Br", "C", "Br", "H", "H", "F", "C", "F", "F", "C", "C", "C", "C", "C", "C", "C", "C", "H", "H", "H", "H"],
  "positions_angstrom": [[1.671, 0.201, 0.508], [5.995, 0.866, -2.236], [5.653, 2.150, -1.015], [4.094, 1.712, -0.399], [3.260, 0.241, -0.978], [3.587, 2.475, 0.495], [2.298, 2.121, 0.867], [1.671, 3.009, 1.555], [0.239, 2.872, 1.750], [-0.454, 3.276, 2.827], [-1.812, 2.788, 3.007], [-2.439, 2.039, 2.096], [-1.833, 1.839, 0.744], [-0.405, 2.245, 0.694], [6.957, 1.149, -2.658], [5.254, 0.861, -3.032], [6.087, -0.114, -1.777], [2.224, 3.870, 1.918], [0.021, 3.870, 3.595], [-2.298, 2.988, 3.953], [-3.418, 1.626, 2.296], [-2.410, 2.374, -0.021], [1.104, -2.287, 0.030], [2.480, -3.149, 0.943], [1.989, -0.290, 2.789], [3.414, -2.624, 1.035], [2.266, -4.141, 1.301], [-5.302, -4.009, -1.977], [-4.005, -3.934, -2.292], [-3.418, -5.067, -1.869], [-3.904, -3.907, -3.627], [-3.342, -2.731, -1.666], [-2.154, -2.261, -2.210], [-1.512, -1.188, -1.621], [-2.053, -0.587, -0.478], [-3.268, -1.049, 0.037], [-3.906, -2.126, -0.550], [-1.370, 0.511, 0.151], [-0.057, 0.951, 0.224], [-1.748, -2.720, -3.102], [-0.616, -0.777, -2.069], [-3.700, -0.576, 0.909], [-4.839, -2.494, -0.149]],
  "forces_ev_per_a": [[-0.1, 0.1, -0.2], [0.0, 0.0, 0.0], [0.0, 0.0, 0.0], [-0.1, 0.1, 0.1], [0.0, 0.0, 0.1], [0.0, 0.0, 0.0], [0.0, -0.1, 0.0], [-0.1, 0.0, 0.0], [0.0, 0.1, 0.2], [0.3, 0.1, -0.1], [-0.2, -0.1, 0.1], [0.1, 0.0, 0.1], [0.2, 0.0, -0.1], [-0.1, 0.0, -0.2], [0.0, 0.0, 0.0], [0.0, 0.0, 0.0], [0.0, 0.0, 0.0], [0.0, 0.0, 0.0], [0.0, 0.0, 0.0], [0.0, 0.0, 0.0], [0.0, 0.0, 0.0], [0.0, 0.0, 0.0], [0.0, 0.0, 0.0], [0.0, 0.0, 0.0], [0.0, 0.0, 0.0], [0.0, 0.0, 0.0], [0.0, 0.0, 0.0], [0.0, 0.0, 0.0], [0.0, 0.0, 0.0], [0.0, 0.0, 0.0], [0.0, 0.0, 0.0], [0.0, 0.0, 0.0], [0.0, 0.0, 0.0], [0.0, 0.0, 0.0], [0.1, 0.0, 0.0], [0.0, 0.0, 0.0], [0.0, 0.0, 0.0], [0.1, -0.2, 0.0], [-0.1, 0.1, 0.2], [0.0, 0.0, 0.0], [0.0, 0.0, 0.0], [0.0, 0.0, 0.0], [0.0, 0.0, 0.0]],
  "e_homo_ha": [-0.404, -0.404],
  "s_squared": 0.755,
  "homo_lumo_gap_ev": [5.23, 5.23],
  "multiplicity": 2,
  "total_charge": 1
}

Entry 3:
{
  "formula": "C18H14Br2N2O2Rb",
  "method": "the ωB97M-V functional and the def2-TZVPD basis",
  "symbols": ["Rb", "C", "C", "C", "C", "C", "Br", "N", "C", "H", "H", "H", "H", "H", "H", "O", "C", "O", "C", "C", "C", "C", "C", "N", "H", "H", "H", "H", "Br", "C", "C", "C", "C", "C", "C", "H", "H", "H", "H"],
  "positions_angstrom": [[-0.191, 0.235, 0.043], [3.853, -4.473, 1.348], [2.935, -3.520, 2.066], [2.792, -3.509, 3.444], [1.939, -2.617, 4.073], [1.241, -1.747, 3.252], [0.038, -0.473, 3.999], [1.352, -1.730, 1.949], [2.176, -2.590, 1.353], [4.363, -5.134, 2.050], [4.615, -3.941, 0.776], [3.307, -5.097, 0.638], [3.361, -4.212, 4.045], [1.817, -2.594, 5.147], [2.213, -2.503, 0.264], [-3.244, 3.687, -0.600], [-2.414, 2.778, -0.745], [-1.842, 2.060, 0.123], [-2.014, 2.477, -2.202], [-2.567, 3.227, -3.235], [-2.198, 2.948, -4.539], [-1.286, 1.929, -4.782], [-0.782, 1.229, -3.698], [-1.137, 1.495, -2.437], [-3.270, 4.002, -2.968], [-2.618, 3.522, -5.357], [-0.967, 1.674, -5.784], [-0.066, 0.422, -3.828], [3.525, -3.752, -5.647], [2.766, -2.901, -4.130], [3.194, -1.634, -3.769], [2.618, -1.035, -2.643], [1.618, -1.611, -1.824], [1.253, -2.899, -2.281], [1.792, -3.554, -3.395], [3.959, -1.132, -4.351], [2.992, -0.036, -2.411], [0.482, -3.461, -1.746], [1.464, -4.546, -3.686]],
  "forces_ev_per_a": [[0.8, -0.9, 0.0], [0.0, 0.0, 0.1], [-0.1, 0.1, -0.3], [0.2, -0.2, 0.2], [-0.1, 0.2, -0.1], [0.2, -0.2, 0.1], [0.0, 0.0, 0.1], [-0.2, 0.2, -0.2], [0.1, -0.1, -0.1], [0.0, 0.0, 0.0], [-0.1, 0.1, 0.0], [0.0, 0.1, 0.0], [0.0, 0.0, 0.0], [0.0, 0.0, 0.0], [0.0, 0.0, 0.1], [0.1, -0.1, 0.1], [0.1, -0.1, 0.3], [-1.0, 1.1, -0.2], [0.1, -0.1, -0.2], [0.0, 0.0, 0.0], [-0.1, 0.1, 0.0], [0.0, 0.0, 0.0], [-0.1, 0.1, 0.2], [0.0, 0.0, -0.1], [0.0, 0.0, 0.0], [0.0, 0.0, 0.0], [0.0, 0.0, 0.0], [0.0, 0.0, 0.0], [0.2, -0.2, -0.3], [-0.1, 0.2, 0.3], [-0.2, -0.1, 0.2], [0.0, 0.1, 0.0], [0.2, -0.2, -0.4], [0.0, 0.0, 0.0], [0.1, 0.2, 0.1], [0.0, 0.0, 0.0], [0.0, 0.0, 0.0], [0.0, 0.0, 0.0], [0.0, 0.0, 0.0]],
  "e_homo_ha": -0.148,
  "homo_lumo_gap_ev": 6.16,
  "total_charge": -1
}

Entry 4:
{
  "formula": "C18H14CeCl3N3O2",
  "method": "the ωB97M-V functional and the def2-TZVPD basis",
  "symbols": ["Ce", "O", "C", "O", "C", "C", "C", "N", "C", "C", "C", "C", "C", "C", "C", "N", "C", "C", "C", "C", "C", "N", "H", "H", "H", "H", "H", "H", "H", "H", "H", "H", "Cl", "C", "Cl", "H", "H", "Cl", "C", "H", "H"],
  "positions_angstrom": [[-1.701, -0.633, -0.045], [5.352, 0.069, -1.119], [4.855, 0.064, 0.012], [5.340, 0.043, 1.149], [3.315, 0.073, 0.005], [2.611, 0.092, -1.193], [1.233, 0.107, -1.170], [0.545, 0.096, -0.004], [1.224, 0.066, 1.167], [2.602, 0.053, 1.198], [0.388, 0.053, 2.402], [0.941, 0.056, 3.677], [0.095, 0.047, 4.772], [-1.282, 0.041, 4.583], [-1.755, 0.040, 3.287], [-0.943, 0.037, 2.224], [0.409, 0.120, -2.412], [0.970, 0.067, -3.683], [0.130, 0.044, -4.784], [-1.247, 0.084, -4.604], [-1.726, 0.146, -3.312], [-0.921, 0.157, -2.245], [3.215, 0.105, -2.091], [3.201, 0.034, 2.099], [2.011, 0.063, 3.811], [0.509, 0.048, 5.770], [-1.970, 0.041, 5.414], [-2.824, 0.035, 3.090], [2.040, 0.031, -3.810], [0.551, -0.009, -5.777], [-1.930, 0.072, -5.438], [-2.796, 0.179, -3.121], [-4.272, 0.808, -0.087], [-3.581, 2.480, -0.010], [-1.822, 2.442, 0.016], [-3.956, 2.924, 0.905], [-3.925, 2.996, -0.899], [-0.751, -2.950, -1.387], [-1.431, -3.038, 0.329], [-0.573, -3.312, 0.951], [-2.131, -3.872, 0.329]],
  "forces_ev_per_a": [[-0.6, -0.9, -0.1], [-0.1, 0.0, -0.2], [0.4, -0.1, 0.0], [-0.1, 0.0, 0.3], [-0.5, 0.0, 0.0], [0.1, 0.1, 0.1], [0.0, 0.0, 0.0], [0.6, 0.1, 0.0], [-0.1, 0.0, 0.0], [0.1, 0.0, 0.0], [0.2, 0.0, -0.1], [-0.1, 0.0, 0.0], [0.0, 0.0, 0.0], [0.0, 0.1, -0.1], [0.1, -0.1, 0.1], [0.1, 0.0, 0.1], [0.2, 0.0, 0.0], [-0.1, 0.0, 0.0], [0.0, 0.0, 0.0], [0.1, 0.1, 0.1], [0.1, 0.0, -0.2], [0.1, 0.1, -0.2], [0.0, 0.0, 0.0], [0.0, 0.0, 0.0], [0.0, 0.0, 0.0], [0.0, 0.0, 0.0], [0.0, 0.0, 0.0], [0.0, 0.0, 0.0], [0.0, 0.0, 0.0], [0.0, 0.0, 0.0], [0.0, 0.0, 0.0], [0.0, 0.0, 0.0], [-0.3, 0.3, 0.0], [-0.2, 0.0, 0.0], [-0.1, 0.3, 0.0], [0.0, 0.0, -0.1], [0.0, 0.0, 0.1], [-0.2, 0.1, 0.2], [0.1, -0.2, 0.1], [-0.1, 0.0, -0.1], [0.0, 0.1, 0.0]],
  "e_homo_ha": [-0.378, -0.378],
  "s_squared": 0.751,
  "homo_lumo_gap_ev": [6.10, 6.11],
  "multiplicity": 2,
  "total_charge": 1
}

Entry 5:
{
  "formula": "C18H14Cl3MoN6O10",
  "method": "the ωB97M-V functional and the def2-TZVPD basis",
  "symbols": ["Mo", "O", "C", "O", "C", "O", "C", "C", "O", "O", "H", "H", "H", "H", "H", "Cl", "C", "C", "C", "Cl", "C", "O", "C", "Cl", "C", "H", "H", "O", "C", "O", "C", "C", "C", "C", "C", "C", "N", "O", "O", "H", "H", "H", "H", "N", "N", "N", "C", "N", "N", "H", "H", "H"],
  "positions_angstrom": [[0.764, -0.611, -0.349], [-0.094, -4.857, -0.901], [0.056, -3.703, -0.302], [0.309, -2.681, -0.930], [-0.106, -3.796, 1.191], [-0.250, -2.526, 1.749], [0.675, -2.175, 2.762], [1.941, -1.518, 2.226], [2.806, -1.130, 2.949], [2.002, -1.414, 0.883], [0.031, -4.760, -1.859], [0.765, -4.342, 1.572], [-0.989, -4.410, 1.388], [0.961, -3.035, 3.371], [0.181, -1.454, 3.410], [-5.875, -0.305, -4.141], [-4.322, -0.284, -3.387], [-4.158, -0.877, -2.147], [-2.911, -0.853, -1.550], [-2.698, -1.569, 0.009], [-1.814, -0.254, -2.172], [-0.599, -0.227, -1.616], [-2.020, 0.334, -3.422], [-0.687, 1.104, -4.212], [-3.260, 0.329, -4.032], [-4.992, -1.348, -1.645], [-3.394, 0.797, -4.996], [-0.308, 0.275, 1.299], [0.331, 1.344, 1.096], [1.202, 1.289, 0.129], [0.126, 2.565, 1.870], [0.901, 3.696, 1.621], [0.694, 4.845, 2.365], [-0.283, 4.868, 3.350], [-1.037, 3.729, 3.573], [-0.857, 2.569, 2.854], [-2.080, 3.752, 4.623], [-2.237, 4.790, 5.224], [-2.703, 2.728, 4.805], [1.659, 3.664, 0.851], [1.292, 5.727, 2.182], [-0.469, 5.750, 3.946], [-1.465, 1.699, 3.052], [5.393, -1.011, -3.053], [4.033, -0.906, -2.879], [3.194, -1.057, -3.882], [2.029, -0.990, -3.263], [2.200, -0.819, -1.945], [3.504, -0.762, -1.715], [5.635, -0.569, -3.933], [5.851, -0.565, -2.266], [1.072, -1.044, -3.751]],
  "forces_ev_per_a": [[0.0, 0.0, 0.1], [0.0, 0.0, 0.0], [0.0, 0.0, 0.0], [0.0, 0.0, 0.0], [0.0, 0.0, 0.0], [0.0, 0.0, 0.0], [0.0, 0.0, 0.0], [0.0, 0.0, 0.0], [0.0, 0.0, 0.0], [0.0, 0.0, 0.0], [0.0, 0.0, 0.0], [0.0, 0.0, 0.0], [0.0, 0.0, 0.0], [0.0, 0.0, 0.0], [0.0, 0.0, 0.0], [0.0, 0.0, 0.0], [0.0, 0.0, 0.0], [0.0, 0.0, 0.0], [0.0, 0.0, 0.0], [0.0, 0.0, 0.0], [0.0, 0.1, 0.1], [0.1, -0.1, -0.1], [0.0, 0.0, 0.0], [0.0, 0.0, 0.0], [0.0, 0.0, 0.0], [0.0, 0.0, 0.0], [0.0, 0.0, 0.0], [0.0, 0.0, 0.0], [0.0, 0.0, 0.0], [0.0, 0.0, 0.0], [0.0, 0.0, 0.0], [0.0, 0.0, 0.0], [0.0, 0.0, 0.0], [0.0, 0.0, 0.0], [0.0, 0.0, 0.0], [0.0, 0.0, 0.0], [0.0, 0.0, 0.0], [0.0, 0.0, 0.0], [0.0, 0.0, 0.0], [0.0, 0.0, 0.0], [0.0, 0.0, 0.0], [0.0, 0.0, 0.0], [0.0, 0.0, 0.0], [0.0, 0.0, 0.0], [0.0, 0.0, 0.0], [0.0, 0.0, 0.0], [0.0, 0.0, 0.0], [0.0, 0.0, 0.0], [0.0, 0.0, 0.0], [0.0, 0.0, 0.0], [0.0, 0.0, 0.0], [0.0, 0.0, 0.0]],
  "e_homo_ha": [-0.411, -0.421],
  "s_squared": 2.012,
  "homo_lumo_gap_ev": [6.73, 7.40],
  "multiplicity": 3,
  "total_charge": 1
}

Entry 6:
{
  "formula": "C18H14ClCoIN5O9Se",
  "method": "the ωB97M-V functional and the def2-TZVPD basis",
  "symbols": ["Co", "O", "C", "C", "C", "N", "C", "C", "C", "O", "O", "C", "O", "O", "H", "H", "H", "O", "Cl", "O", "O", "O", "I", "C", "C", "N", "N", "C", "H", "H", "H", "C", "N", "C", "Se", "N", "C", "C", "C", "C", "C", "C", "H", "H", "H", "H", "H", "H", "H", "H"],
  "positions_angstrom": [[0.601, 0.252, 1.351], [-2.031, -4.997, 2.654], [-1.473, -3.815, 2.325], [-1.424, -3.350, 1.009], [-0.859, -2.120, 0.781], [-0.370, -1.391, 1.770], [-0.388, -1.830, 3.019], [-0.937, -3.041, 3.352], [0.293, -0.873, 3.954], [0.316, -1.074, 5.145], [0.841, 0.107, 3.301], [-0.754, -1.412, -0.535], [-1.356, -1.827, -1.510], [-0.051, -0.338, -0.444], [-2.371, -5.436, 1.867], [-1.800, -3.926, 0.170], [-0.944, -3.377, 4.380], [3.555, 1.767, 1.531], [2.800, 2.234, 0.405], [3.185, 1.574, -0.809], [2.855, 3.658, 0.274], [1.327, 1.925, 0.651], [5.606, -2.693, -0.609], [4.169, -1.781, 0.546], [4.256, -1.468, 1.887], [3.094, -0.892, 2.223], [2.281, -0.796, 1.171], [2.906, -1.333, 0.137], [5.048, -1.637, 2.599], [2.819, -0.438, 3.085], [2.448, -1.368, -0.840], [-0.415, 3.815, -0.938], [-1.246, 2.642, -1.199], [-1.758, 1.788, -0.301], [-1.451, 1.736, 1.553], [-2.557, 0.936, -0.956], [-2.497, 1.172, -2.321], [-3.076, 0.532, -3.408], [-2.781, 1.045, -4.655], [-1.934, 2.155, -4.813], [-1.361, 2.786, -3.727], [-1.667, 2.269, -2.474], [-0.251, 3.912, 0.127], [-0.924, 4.702, -1.318], [0.550, 3.709, -1.425], [-2.979, 0.136, -0.517], [-3.691, -0.350, -3.279], [-3.201, 0.573, -5.534], [-1.712, 2.510, -5.811], [-0.688, 3.626, -3.845]],
  "forces_ev_per_a": [[-1.8, -1.9, -0.3], [0.1, 0.1, 0.0], [-0.1, -0.1, -0.1], [-0.1, -0.2, 0.0], [-0.1, 0.0, 0.1], [0.6, 0.6, 0.0], [-0.1, 0.0, 0.0], [-0.1, -0.2, 0.1], [-0.1, -0.1, -0.1], [0.2, 0.1, 0.0], [0.5, 1.2, 0.0], [0.0, 0.1, 0.0], [0.1, 0.1, -0.1], [0.8, 0.7, -0.2], [0.0, 0.0, 0.0], [0.0, 0.1, 0.1], [0.0, 0.0, 0.0], [-0.2, 0.2, -0.3], [0.2, 0.2, -0.2], [-0.1, 0.2, 0.4], [-0.1, -0.5, 0.0], [0.4, -0.2, 0.4], [0.0, 0.0, 0.0], [0.0, 0.0, 0.0], [-0.1, -0.1, -0.1], [0.3, -0.2, 0.1], [-0.5, 0.4, 0.1], [0.1, -0.1, -0.1], [-0.1, 0.1, 0.0], [-0.1, 0.0, 0.0], [0.0, 0.1, 0.1], [-0.1, 0.0, 0.0], [0.1, 0.1, 0.1], [0.0, 0.3, 0.0], [0.4, -0.6, 0.1], [-0.1, -0.1, -0.2], [-0.1, -0.1, 0.1], [0.0, -0.1, 0.1], [0.0, 0.0, -0.1], [0.0, -0.1, 0.0], [0.1, 0.1, 0.0], [0.1, 0.1, 0.1], [0.0, -0.1, 0.1], [0.0, 0.0, 0.0], [0.1, -0.1, 0.0], [0.0, 0.0, 0.0], [0.0, 0.1, 0.0], [0.0, 0.0, 0.0], [0.0, 0.0, 0.0], [-0.1, 0.0, 0.0]],
  "e_homo_ha": [-0.332, -0.332],
  "homo_lumo_gap_ev": [7.84, 7.84]
}

| no. | E (a.u.) | strongest force on any atom (eV/A) |
| --- | --- | --- |
| 1 | -1611.778474 | 5.966 |
| 2 | -7197.108615 | 0.342 |
| 3 | -6126.488753 | 1.449 |
| 4 | -2864.593887 | 1.114 |
| 5 | -3223.800624 | 0.150 |
| 6 | -6187.215304 | 2.620 |